Record 1
The ion C5H7BrNS with charge +1 in a non-equilibrium geometry, computed with ωB97M-V with the def2-TZVPD basis set.

Each line ends with the Löwdin charge.
Geometry (Å):
C: -0.6595 -0.8034 -0.5075  0.261
C: 0.6658 0.9332 0.5627  -0.377
C: 1.8001 0.3091 -1.6900  -0.359
C: -1.2841 0.2597 1.5814  -0.018
C: 2.2831 0.2888 -2.9923  -0.594
N: -0.3768 0.0261 0.4482  -0.243
S: 1.6980 1.5520 -0.5985  1.108
Br: 1.8990 1.9308 -4.1216  0.631
H: -1.4673 -1.4030 -0.4781  0.040
H: 0.5864 1.3079 1.5334  0.074
H: -0.8926 -0.4155 2.5180  0.176
H: -1.3367 1.2046 1.9138  0.044
H: -2.3308 -0.1499 1.3839  0.133
H: 1.9955 -0.5736 -3.4530  0.051
H: 3.3127 0.3771 -2.8190  0.073

Atoms 1-3, force components in eV/Å:
C 4.7412 3.4588 -0.6613
C -0.2686 -0.8278 -0.2450
C -1.8717 0.0083 2.3571

Calculated values
HOMO-LUMO gap (spin up / spin down) ... 6.81 / 6.49 eV
LUMO (spin up / spin down) ... -6.44 / -6.59 eV
Electronic energy ... -3221.11840 Eh
Largest force on an atom ... 0.1409 hartree/bohr
Energy above the lowest of the compared OMol25 structures with the same formula, charge and spin ... 7.485 eV
Total charge ... +1
2S+1 ... 1

---

Record 2
A structure of composition C52H30BrCl3F15Ge2N6O2STi in a non-equilibrium geometry, computed with ωB97M-V with the def2-TZVPD basis set.

Each line ends with the Löwdin charge.
Geometry (Å):
Ti: -1.0902 0.3248 -1.4161  0.564
C: 2.4850 -4.5542 0.3095  -0.042
C: 3.5584 -3.5135 0.1640  -0.197
C: 4.8109 -3.7287 0.7235  -0.073
C: 5.8641 -2.8554 0.4912  -0.119
C: 5.6682 -1.7629 -0.3340  -0.082
C: 4.4179 -1.4887 -0.8765  -0.210
C: 4.2486 -0.3216 -1.8158  -0.047
C: 3.3378 -2.3421 -0.5915  -0.204
N: 2.0594 -1.9799 -1.0525  0.054
C: 1.4768 -2.8012 -1.9214  -0.502
O: 2.0107 -3.8371 -2.3419  -0.024
C: 0.2506 -2.3554 -2.7149  -0.166
C: -0.1054 -3.3123 -3.6532  -0.023
C: -0.8380 -2.9807 -4.7705  -0.072
C: -1.1010 -1.6459 -4.9707  -0.038
C: -0.8038 -0.7418 -3.9714  -0.216
N: -0.2241 -1.0743 -2.7854  0.046
C: -0.8870 0.7165 -4.2819  -0.507
O: -0.9835 1.0853 -5.4537  0.045
N: -0.7094 1.4667 -3.1987  0.009
C: -0.5025 2.8548 -3.4163  -0.183
C: -1.5108 3.7252 -3.8572  -0.193
C: -2.8382 3.2512 -4.3790  -0.031
C: -1.2560 5.0925 -3.8817  -0.063
C: -0.0217 5.6066 -3.5272  -0.103
C: 1.0101 4.7325 -3.2331  -0.071
C: 0.7939 3.3620 -3.2081  -0.202
C: 1.9755 2.4361 -3.0700  -0.036
H: 2.3023 -5.0120 -0.6637  0.071
H: 2.7916 -5.3299 1.0119  0.069
H: 1.5340 -4.1289 0.6327  0.066
H: 4.9664 -4.6071 1.3409  0.096
H: 6.8372 -3.0479 0.9290  0.084
H: 6.4962 -1.0981 -0.5598  0.100
H: 5.0132 -0.3580 -2.5949  0.076
H: 4.3501 0.6332 -1.2934  0.074
H: 3.2697 -0.3540 -2.2873  0.055
H: 0.2880 -4.3052 -3.4982  0.120
H: -1.1267 -3.7311 -5.4937  0.111
H: -1.5316 -1.2579 -5.8822  0.120
H: -2.8527 3.3797 -5.4639  0.089
H: -3.0103 2.2023 -4.1793  0.051
H: -3.6549 3.8304 -3.9451  0.081
H: -2.0478 5.7626 -4.2004  0.104
H: 0.1492 6.6771 -3.5174  0.088
H: 2.0061 5.1087 -3.0234  0.105
H: 2.6626 2.7851 -2.3008  0.071
H: 2.5149 2.4073 -4.0214  0.090
H: 1.6580 1.4225 -2.8401  0.056
C: -6.4624 1.8038 -2.6205  -0.107
C: -5.6057 0.7796 -2.9998  -0.082
C: -4.2924 0.7735 -2.5730  -0.094
C: -3.8036 1.7977 -1.7561  -0.298
C: -4.6757 2.8267 -1.3692  -0.030
C: -5.9860 2.8264 -1.8069  -0.101
N: -2.4704 1.7811 -1.3718  -0.191
N: -2.0248 2.9214 -0.8731  0.060
C: -0.7703 2.8893 -0.4084  -0.390
C: -0.2405 4.0462 0.2062  -0.005
C: 1.0225 4.0097 0.7236  -0.070
C: 1.7788 2.8301 0.6217  -0.084
C: 1.2211 1.7409 0.0013  -0.191
N: -0.0220 1.7475 -0.5043  -0.063
H: -7.4927 1.8070 -2.9556  0.088
H: -5.9556 -0.0297 -3.6285  0.104
H: -3.6266 -0.0134 -2.9050  0.031
H: -4.2952 3.6004 -0.7193  0.100
H: -6.6524 3.6258 -1.5032  0.092
H: -0.8710 4.9226 0.2492  0.112
H: 1.4420 4.8810 1.2118  0.102
H: 2.7755 2.7653 1.0352  0.099
H: 1.7693 0.8149 -0.1013  0.067
Br: -2.3816 0.5908 1.2876  0.302
F: 0.8530 -1.4693 5.8598  0.099
C: 1.9135 -0.9360 5.2334  -0.232
C: 1.8429 -0.6582 3.8768  -0.106
C: 2.9480 -0.0398 3.3241  -0.218
F: 2.8950 0.3586 2.0553  0.094
C: 4.0932 0.2317 4.0503  -0.135
F: 5.1471 0.8303 3.4867  0.115
C: 4.1439 -0.1079 5.3902  -0.136
F: 5.2427 0.1347 6.1058  0.118
C: 3.0385 -0.6847 5.9920  -0.141
F: 3.0716 -0.9803 7.2974  0.109
Ge: 0.1356 -1.0800 2.8920  0.756
S: 0.0941 -1.0938 0.7052  0.394
C: -0.9520 0.1683 4.0315  -0.199
C: -1.9691 -0.1323 4.9148  -0.222
F: -2.3297 -1.4014 5.1396  0.105
C: -2.6336 0.8570 5.6209  -0.135
F: -3.6078 0.5448 6.4862  0.108
C: -2.2808 2.1817 5.4465  -0.133
F: -2.9177 3.1381 6.1282  0.114
C: -1.2553 2.5156 4.5784  -0.142
F: -0.9007 3.7958 4.4264  0.112
C: -0.6133 1.5039 3.8980  -0.290
F: 0.3898 1.8233 3.0672  0.081
C: -0.3369 -2.9418 3.4750  -0.121
C: 0.5020 -3.8981 4.0149  -0.216
F: 1.7887 -3.6191 4.2824  0.093
C: 0.0714 -5.1821 4.2949  -0.141
F: 0.9046 -6.0812 4.8392  0.103
C: -1.2340 -5.5389 4.0136  -0.131
F: -1.6622 -6.7683 4.3097  0.117
C: -2.0962 -4.6203 3.4408  -0.151
F: -3.3533 -4.9748 3.1812  0.123
C: -1.6317 -3.3445 3.1797  -0.289
F: -2.4663 -2.4523 2.6568  0.035
Cl: -4.7411 -1.8487 -0.0113  -0.003
Ge: -2.7188 -1.8176 -0.9185  -0.148
Cl: -1.9855 -3.8138 -0.1791  0.046
Cl: -3.4816 -2.6746 -2.9416  0.028

Atoms 1-3, force components in eV/Å:
Ti 0.3247 -0.7400 0.2134
C 0.0788 -0.0343 0.1893
C -0.0582 -0.0429 -0.0004

Calculated values
HOMO-LUMO gap (spin up / spin down) ... 5.90 / 5.36 eV
LUMO (spin up / spin down) ... 3.59 / 2.16 eV
Electronic energy ... -13332.95343 Eh
Largest force on an atom ... 0.0356 hartree/bohr
Energy above the lowest of the compared OMol25 structures with the same formula, charge and spin ... 0.000 eV
Total charge ... -2
2S+1 ... 4

---

Record 3
A cluster of 8 separate species, C18H56N8O8 in total in a non-equilibrium geometry, computed with ωB97M-V with the def2-TZVPD basis set.

Each line ends with the Löwdin charge.
Geometry (Å):
C: -2.4711 -0.5058 2.8242  -0.126
O: -1.8184 -1.7501 2.8345  -0.193
C: -1.8216 -2.2652 1.5107  -0.206
C: -1.7098 -3.8138 1.5451  -0.406
C: -0.3520 -4.2413 2.1308  -0.061
N: -1.9017 -4.3216 0.1886  0.051
H: -2.2507 0.0685 1.9285  0.057
H: -2.1953 0.1619 3.6509  0.071
H: -3.5469 -0.7249 2.8696  0.100
H: -2.7753 -1.9998 1.0426  0.112
H: -0.9915 -1.8520 0.8654  0.135
H: -2.5147 -4.2416 2.2054  0.152
H: 0.3996 -4.3261 1.3185  0.071
H: -0.3353 -5.2672 2.5283  0.074
H: -0.0593 -3.5094 2.9187  0.079
H: -2.2033 -5.2831 0.1547  0.073
H: -1.0639 -4.2726 -0.3225  0.014
C: -2.1513 3.0279 -3.7420  -0.131
O: -1.4462 3.6061 -2.7001  -0.198
C: -0.0665 3.2150 -2.7714  -0.197
C: 0.8066 3.8689 -1.6840  -0.403
C: 1.1876 5.3487 -1.9278  -0.023
N: 2.0139 3.0581 -1.6491  0.035
H: -3.1421 3.4382 -3.7993  0.088
H: -2.1400 1.8909 -3.7374  0.111
H: -1.6809 3.3866 -4.6418  0.075
H: 0.0483 2.1494 -2.7287  0.094
H: 0.3075 3.4306 -3.7707  0.120
H: 0.2966 3.6818 -0.7193  0.106
H: 1.9333 5.4482 -1.1240  0.078
H: 0.4061 6.0674 -1.8291  0.067
H: 1.7569 5.4543 -2.8645  0.083
H: 1.8094 2.1101 -1.4653  0.038
H: 2.3967 3.0687 -2.5755  0.082
C: -0.3381 -5.3298 -2.7479  -0.123
O: 0.4612 -4.3911 -2.0873  -0.203
C: 1.0565 -3.3796 -2.8693  -0.188
C: 0.5196 -1.9405 -2.4979  -0.356
C: -0.9339 -1.7325 -3.0059  -0.038
N: 1.4556 -0.9283 -3.1346  0.028
H: -0.0304 -5.4673 -3.7778  0.085
H: -1.3900 -5.0593 -2.7012  0.075
H: -0.2696 -6.3027 -2.2666  0.086
H: 2.1066 -3.4468 -2.6726  0.110
H: 0.9079 -3.5488 -3.9046  0.103
H: 0.7167 -1.8411 -1.4544  0.101
H: -1.6312 -2.6209 -2.8082  0.095
H: -0.8648 -1.5975 -4.0886  0.076
H: -1.3813 -0.8930 -2.5575  0.030
H: 1.4948 -0.1457 -2.4456  0.054
H: 1.3139 -0.6290 -4.0915  0.062
C: 3.4665 -3.4884 2.3840  -0.054
O: 2.6918 -2.2674 2.1424  -0.240
C: 3.3536 -1.0566 2.4803  -0.210
C: 2.3752 0.0335 2.1907  -0.417
C: 1.1297 -0.1137 3.0136  -0.043
N: 2.0395 -0.0870 0.7657  0.060
H: 4.4656 -3.3161 1.9642  0.083
H: 3.0382 -4.3344 1.7803  0.095
H: 3.5046 -3.7612 3.4288  0.079
H: 3.6334 -1.1006 3.5456  0.137
H: 4.2391 -0.9631 1.8828  0.117
H: 2.8351 1.0153 2.3018  0.131
H: 0.4569 0.6484 2.7126  0.035
H: 1.3195 0.0053 4.1075  0.106
H: 0.7345 -1.0999 2.8306  0.063
H: 2.9152 -0.0178 0.3007  0.073
H: 1.8377 -1.0974 0.6802  0.081
N: -3.1765 0.9656 -0.7774  0.169
C: -3.8329 2.1409 -0.6574  -0.655
N: -3.1329 3.3079 -0.3170  0.152
O: -5.0473 2.1772 -0.8885  -0.009
H: -2.1947 0.8663 -0.6337  0.029
H: -3.7388 0.1326 -0.7483  0.106
H: -2.2085 3.5754 -0.6262  0.068
H: -3.7997 4.0683 -0.2969  0.098
N: 0.7757 3.2277 3.8465  0.178
C: -0.1066 3.2129 2.7614  -0.639
N: -1.3605 2.7917 3.0356  0.178
O: 0.1921 3.6791 1.6721  -0.003
H: 1.7250 3.4877 3.6977  0.097
H: 0.4086 3.1395 4.7778  0.098
H: -2.1198 2.8343 2.3576  0.110
H: -1.5201 2.3036 3.9230  0.107
O: 2.8557 3.4740 1.0242  -0.117
H: 1.8622 3.5369 1.0388  -0.009
H: 3.1353 3.1152 0.1608  0.008
O: -0.4774 1.2625 0.0564  -0.062
H: 0.2887 0.7259 0.2338  -0.015
H: -0.4820 2.1232 0.4949  0.003

Atoms 1-3, force components in eV/Å:
C -0.6875 0.3217 0.2022
O 0.7849 0.0842 -0.3499
C 0.0526 -0.9912 -0.2311

Calculated values
HOMO-LUMO gap ... 9.64 eV
LUMO ... 0.52 eV
Electronic energy ... -1759.36849 Eh
SMILES ... COC[C@H](C)N.COC[C@H](C)N.COC[C@H](C)N.COC[C@H](C)N.NC(N)=O.NC(N)=O.O.O
Largest force on an atom ... 0.0580 hartree/bohr
Energy above the lowest of the compared OMol25 structures with the same formula, charge and spin ... 0.597 eV
2S+1 ... 1

---

Record 4
A structure of composition C13H8Cl4EuO2 in a non-equilibrium geometry, computed with ωB97M-V with the def2-TZVPD basis set.

Each line ends with the Löwdin charge.
Geometry (Å):
Eu: 0.0267 -0.0319 -0.0825  1.587
C: 2.0530 -0.8159 3.1626  -0.028
C: 1.7004 0.3352 2.2556  -0.323
C: 0.6043 1.1394 2.5199  -0.072
C: 0.2983 2.2157 1.7092  -0.114
C: 1.0847 2.4965 0.6092  -0.159
C: 2.1729 1.7008 0.3309  -0.167
C: 2.4749 0.6287 1.1467  -0.114
H: 2.7006 -0.4909 3.9779  0.090
H: 2.5615 -1.5992 2.6014  0.086
H: 1.1482 -1.2509 3.5856  0.088
H: -0.0165 0.9273 3.3794  0.133
H: -0.5584 2.8327 1.9377  0.123
H: 0.8614 3.3489 -0.0155  0.114
H: 2.8058 1.9217 -0.5178  0.115
H: 3.3377 0.0146 0.9241  0.126
Cl: -3.3637 -5.6596 -0.2322  0.636
C: -2.9439 -3.9811 0.0076  -0.700
C: -3.9239 -3.0009 -0.0232  -0.699
Cl: -5.5923 -3.4344 -0.3024  0.637
C: -3.5708 -1.6719 0.1713  -0.612
Cl: -4.7696 -0.4164 0.1474  0.685
C: -2.2482 -1.2883 0.4082  -0.448
O: -1.9271 -0.0276 0.6432  -0.306
C: -1.2449 -2.2907 0.4422  -0.445
O: 0.0097 -1.9619 0.7114  -0.306
C: -1.6224 -3.6195 0.2332  -0.611
Cl: -0.3639 -4.8153 0.2912  0.683

Atoms 1-3, force components in eV/Å:
Eu 1.7446 1.7566 -2.3584
C -0.2060 -0.0565 -0.2293
C 0.3186 -0.5782 0.6121

Calculated values
HOMO-LUMO gap (spin up / spin down) ... 6.54 / 6.79 eV
LUMO (spin up / spin down) ... -0.54 / -0.57 eV
Electronic energy ... -3201.78544 Eh
Largest force on an atom ... 0.0665 hartree/bohr
2S+1 ... 8

---

Record 5
A structure of composition C5H7NO in a non-equilibrium geometry, computed with ωB97M-V with the def2-TZVPD basis set.

Each line ends with the Löwdin charge.
Geometry (Å):
C: -2.1637 0.3025 0.1796  -0.045
C: -0.7748 -0.2511 0.0389  -0.384
C: -0.5243 -1.5975 0.0746  0.134
O: 1.3103 -1.4740 -0.1474  0.005
C: 1.5032 -0.1877 -0.1009  -0.458
N: 2.7154 0.4714 -0.0686  0.146
C: 0.3370 0.5669 -0.0639  -0.053
H: -2.2878 0.6967 1.1940  0.089
H: -2.9469 -0.4408 0.0073  0.079
H: -2.2930 1.1254 -0.5287  0.084
H: -1.0874 -2.2183 -0.6489  0.093
H: 3.6071 0.0350 0.0960  0.101
H: 2.6610 1.4490 0.1958  0.101
H: 0.3025 1.6412 -0.0678  0.106

Atoms 1-3, force components in eV/Å:
C -0.1005 -0.0070 -0.0315
C -0.0058 -0.0064 0.0905
C 1.6633 0.6436 -0.6099

Calculated values
HOMO-LUMO gap ... 8.62 eV
LUMO ... 0.91 eV
Electronic energy ... -324.62829 Eh
Largest force on an atom ... 0.0367 hartree/bohr
Energy above the lowest of the compared OMol25 structures with the same formula, charge and spin ... 2.617 eV
2S+1 ... 1

---

Record 6
A structure of composition C9H12NO3 in a non-equilibrium geometry, computed with ωB97M-V with the def2-TZVPD basis set.

Each line ends with the Löwdin charge.
Geometry (Å):
C: 3.8049 -0.0721 0.5906  0.038
C: 2.5178 -0.6720 0.4134  0.037
C: 3.8275 1.0906 -0.1656  0.045
C: 1.8052 0.2162 -0.4056  -0.171
C: -2.8090 -0.2334 -0.1767  -0.140
C: -0.5329 -1.5641 -0.1461  -0.082
C: -1.7638 1.7345 -0.2500  -0.080
C: 0.5090 0.1941 -1.0234  -0.136
C: -1.4012 -0.5182 0.5327  -0.165
N: -0.7622 0.7982 0.2980  0.076
O: 2.5732 1.2880 -0.7667  0.065
O: -3.0121 1.0921 0.1097  -0.072
O: -0.0868 -0.9324 -1.2957  0.000
H: 4.4609 -0.3617 1.3453  0.111
H: 2.2358 -1.4442 1.0161  0.082
H: 4.5866 1.7072 -0.3168  0.096
H: -2.6815 -0.5337 -1.2518  0.151
H: -3.5958 -0.7874 0.3896  0.156
H: 0.3123 -1.6318 0.6061  0.136
H: -1.0547 -2.3832 -0.4417  0.123
H: -1.9179 2.6430 0.1867  0.120
H: -1.7546 1.8653 -1.3034  0.132
H: 0.2859 0.9104 -1.9050  0.201
H: -1.6324 -0.5327 1.5054  0.121
H: -0.2720 1.1215 1.0909  0.154

Atoms 1-3, force components in eV/Å:
C -3.7654 -0.6852 -0.7523
C 4.7806 1.5455 1.0780
C -3.2033 -2.8997 0.8006

Calculated values
HOMO-LUMO gap (spin up / spin down) ... 7.32 / 7.30 eV
LUMO (spin up / spin down) ... -2.62 / -6.72 eV
Electronic energy ... -630.13079 Eh
Largest force on an atom ... 0.0999 hartree/bohr
Total charge ... +1
2S+1 ... 3

---

> What is the largest force on an atom in the first record?

0.1409 hartree/bohr